No. 1
{"formula": "C22H38AlBBrCaCl5F3NNaO12", "method": "ωB97M-V with the def2-TZVPD basis set", "elements": ["C", "C", "Br", "C", "C", "O", "B", "C", "C", "C", "N", "C", "C", "C", "C", "C", "C", "C", "O", "C", "F", "F", "F", "O", "C", "O", "H", "H", "H", "H", "H", "H", "H", "H", "H", "H", "H", "H", "H", "H", "H", "H", "H", "H", "H", "H", "H", "H", "H", "Al", "Cl", "C", "O", "O", "O", "Na", "O", "H", "H", "C", "Cl", "Cl", "Cl", "Cl", "Ca", "O", "H", "H", "C", "O", "C", "C", "O", "C", "H", "H", "H", "H", "H", "H", "H", "H", "H", "H", "O", "H"], "xyz": [[-2.474, 1.765, 4.550], [-3.141, 3.232, 4.305], [-1.794, 4.692, 4.204], [-4.130, 3.199, 3.012], [-3.331, 2.879, 1.651], [-3.252, 1.422, 1.526], [-4.274, 0.812, 0.648], [-3.566, -0.545, 0.067], [-2.374, -0.154, -0.944], [-1.519, -1.409, -1.473], [-0.533, -0.917, -2.541], [0.822, -0.757, -1.917], [1.004, 0.674, -1.182], [0.835, 0.825, 0.372], [0.986, 2.170, 1.119], [1.319, 3.454, 0.325], [1.513, 3.338, -1.231], [1.375, 1.975, -1.983], [1.597, 1.976, -3.389], [-5.744, 0.432, 1.292], [-6.551, -0.354, 0.311], [-6.539, 1.637, 1.520], [-5.588, -0.329, 2.517], [-4.566, 1.924, -0.283], [-4.037, 3.183, 0.229], [-4.837, 4.369, 0.059], [-1.377, 1.752, 4.197], [-2.570, 1.535, 5.677], [-3.066, 0.931, 4.019], [-3.818, 3.436, 5.218], [-4.885, 2.355, 3.252], [-4.766, 4.161, 2.941], [-2.333, 3.455, 1.579], [-4.267, -1.258, -0.490], [-3.116, -1.091, 0.989], [-2.859, 0.383, -1.843], [-1.741, 0.638, -0.405], [-0.986, -1.984, -0.641], [-2.251, -2.130, -2.010], [-0.888, 0.037, -2.878], [1.599, -0.762, -2.770], [1.022, -1.567, -1.129], [0.553, -0.102, 0.997], [0.836, 2.229, 2.253], [1.418, 4.485, 0.820], [1.753, 4.297, -1.807], [0.760, 1.836, -3.889], [-3.133, 3.373, -0.472], [-4.588, 4.818, -0.785], [-7.919, -1.122, 1.562], [-2.142, 1.047, -3.593], [2.375, 7.173, -1.512], [2.805, 8.319, -1.506], [2.565, 6.340, -2.420], [1.680, 6.663, -0.612], [-8.162, 2.221, -0.023], [3.651, -1.246, 0.837], [3.372, -1.753, 1.610], [2.873, -0.725, 0.604], [-4.778, -4.637, 1.898], [-3.296, -5.079, 1.033], [-5.398, -3.094, 1.278], [-5.999, -5.905, 1.673], [-4.425, -4.451, 3.644], [-6.018, -3.509, 4.939], [3.045, -0.322, -4.479], [3.029, 0.644, -4.492], [3.983, -0.540, -4.404], [8.579, -3.069, -0.515], [7.321, -2.909, 0.124], [6.332, -2.366, -0.751], [5.384, -3.446, -1.258], [6.052, -4.366, -2.122], [6.363, -5.585, -1.468], [9.215, -3.679, 0.129], [8.482, -3.570, -1.482], [9.053, -2.093, -0.653], [6.801, -1.830, -1.583], [5.755, -1.642, -0.169], [4.597, -2.970, -1.851], [4.906, -3.972, -0.425], [5.445, -6.177, -1.329], [6.846, -5.417, -0.502], [7.046, -6.148, -2.107], [3.763, -5.872, -2.606], [4.319, -5.233, -3.057]], "lowdin_charge": [-0.136, -0.699, 0.617, -0.160, -0.181, -0.024, -0.832, -0.103, -0.236, -0.173, -0.034, -0.159, -0.067, -0.059, -0.071, -0.043, 0.033, -0.168, -0.044, -0.235, -0.165, -0.031, -0.082, 0.018, -0.284, -0.025, 0.073, 0.079, 0.070, 0.093, 0.112, 0.125, 0.144, 0.075, 0.114, -0.031, 0.112, 0.112, 0.129, -0.138, 0.110, 0.117, 0.104, 0.087, 0.086, 0.068, 0.097, 0.173, 0.116, 0.773, 0.094, -0.889, 0.280, 0.308, 0.299, 0.746, -0.047, 0.047, -0.003, -1.937, 0.616, 0.506, 0.570, 0.332, 0.730, -0.063, 0.023, 0.043, -0.110, -0.187, -0.193, -0.194, -0.211, -0.097, 0.089, 0.083, 0.088, 0.126, 0.100, 0.124, 0.129, 0.080, 0.095, 0.101, -0.101, -0.038], "charge": 1, "multiplicity": 1, "gap_ev": 1.3}

No. 2
{"formula": "C22H38As2B11Br6N3O4Ti", "method": "ωB97M-V with the def2-TZVPD basis set", "elements": ["Ti", "C", "As", "C", "C", "C", "C", "C", "C", "C", "As", "C", "C", "H", "H", "H", "H", "H", "H", "H", "H", "H", "H", "H", "H", "H", "H", "H", "H", "O", "C", "C", "C", "C", "C", "C", "C", "O", "N", "O", "O", "H", "H", "H", "H", "Br", "B", "B", "C", "B", "B", "B", "B", "B", "Br", "B", "Br", "B", "Br", "B", "Br", "B", "Br", "H", "H", "H", "H", "H", "H", "C", "C", "C", "C", "N", "N", "H", "H", "H", "H", "H", "H", "H", "H", "H", "H", "H", "H"], "xyz": [[-1.332, 0.653, 0.016], [3.027, -1.842, 2.627], [3.237, -1.797, 0.744], [4.236, -3.264, 0.130], [4.114, -0.179, 0.272], [5.464, -0.452, 0.000], [6.315, 0.576, -0.174], [5.916, 1.894, -0.171], [4.544, 2.188, 0.091], [3.670, 1.164, 0.345], [1.763, 1.621, 0.755], [1.616, 2.108, 2.614], [1.997, 3.517, 0.260], [3.102, -2.844, 2.959], [2.074, -1.448, 2.848], [3.757, -1.191, 3.064], [5.097, -3.412, 0.743], [4.407, -3.074, -0.913], [3.580, -4.133, 0.197], [5.791, -1.494, -0.026], [7.402, 0.294, -0.374], [6.591, 2.713, -0.361], [4.263, 3.259, 0.122], [2.542, 2.383, 3.114], [1.082, 1.347, 3.185], [0.882, 2.966, 2.526], [2.541, 3.978, 1.118], [0.948, 3.959, 0.218], [2.498, 3.620, -0.691], [-1.370, 2.431, 1.179], [-2.308, 3.208, 1.383], [-3.498, 3.204, 0.678], [-4.502, 4.088, 1.061], [-5.637, 4.085, 0.312], [-5.832, 3.193, -0.759], [-4.921, 2.236, -1.083], [-3.707, 2.276, -0.429], [-2.716, 1.439, -0.843], [-6.691, 5.015, 0.712], [-7.495, 5.369, -0.073], [-6.624, 5.343, 1.960], [-2.145, 4.077, 2.051], [-4.423, 4.630, 1.948], [-6.797, 3.194, -1.238], [-5.127, 1.509, -1.908], [-0.912, -1.551, -1.191], [-1.804, -2.818, 0.047], [-2.081, -4.587, -0.361], [-3.239, -5.072, 0.775], [-3.484, -3.528, 0.000], [-4.023, -3.798, 1.746], [-2.840, -4.917, 2.393], [-1.636, -5.455, 1.151], [-0.754, -4.117, 0.774], [1.176, -4.384, 0.371], [-1.275, -4.275, 2.432], [0.122, -4.739, 3.779], [-2.750, -3.207, 2.765], [-2.986, -2.558, 4.577], [-3.007, -2.368, 1.275], [-3.738, -0.503, 0.973], [-1.336, -2.664, 1.723], [-0.397, -1.007, 2.130], [-1.898, -5.118, -1.427], [-3.746, -5.972, 0.281], [-4.243, -3.448, -0.914], [-5.225, -3.729, 1.911], [-3.223, -5.785, 3.058], [-1.381, -6.627, 1.137], [0.829, 1.491, -4.667], [1.713, 1.142, -3.440], [2.682, 0.035, -3.740], [2.395, 2.374, -3.018], [0.840, 0.624, -2.315], [-0.132, 1.538, -1.754], [1.418, 1.785, -5.526], [0.227, 2.417, -4.514], [0.094, 0.655, -4.885], [3.352, 0.306, -4.577], [2.335, -0.964, -4.077], [3.279, -0.198, -2.876], [2.982, 2.651, -3.867], [2.989, 2.224, -2.141], [1.685, 3.206, -2.751], [1.499, 0.527, -1.560], [-0.985, 1.535, -2.340], [0.147, 2.471, -1.544]], "lowdin_spin": [0.968, 0.079, 0.537, 0.067, 0.091, 0.040, 0.005, 0.024, 0.002, 0.014, 0.010, 0.001, 0.002, 0.001, 0.006, 0.012, 0.013, 0.000, 0.001, 0.004, 0.001, 0.001, 0.000, 0.000, 0.000, 0.000, 0.000, 0.000, 0.000, 0.007, 0.010, 0.000, 0.003, -0.002, 0.004, -0.002, 0.003, -0.015, 0.000, 0.000, -0.001, 0.000, 0.000, 0.000, 0.000, 0.007, 0.005, 0.001, 0.001, 0.000, 0.000, 0.000, 0.001, 0.004, 0.068, 0.000, 0.000, 0.000, 0.000, 0.001, 0.009, 0.001, 0.007, 0.000, 0.000, 0.000, 0.000, 0.000, 0.000, 0.000, 0.000, 0.000, 0.000, 0.001, 0.005, 0.000, 0.000, 0.000, 0.000, 0.000, 0.000, 0.000, 0.000, 0.000, 0.001, 0.001, 0.002], "relative_energy_kj_mol": 0.00, "charge": 2, "multiplicity": 3, "gap_ev": [7.7, 6.2], "s_squared": 2.01}

No. 3
{"formula": "C22H38BINO12S2", "method": "ωB97M-V with the def2-TZVPD basis set", "elements": ["C", "C", "C", "C", "C", "C", "C", "C", "C", "C", "C", "C", "O", "C", "C", "O", "C", "C", "B", "I", "O", "N", "O", "C", "C", "H", "H", "H", "H", "H", "H", "H", "H", "H", "H", "H", "H", "H", "H", "H", "H", "H", "H", "H", "H", "H", "H", "H", "H", "H", "H", "H", "H", "H", "H", "C", "C", "O", "S", "O", "O", "O", "H", "H", "H", "H", "C", "C", "O", "S", "O", "O", "O", "H", "H", "H", "H"], "xyz": [[6.876, 0.231, 1.205], [6.599, -0.719, -0.069], [6.728, -2.249, 0.503], [7.692, -0.604, -1.238], [5.069, -0.559, -0.529], [4.771, 0.578, -1.620], [5.487, 1.987, -1.366], [5.010, 0.093, -3.159], [3.166, 0.865, -1.534], [2.168, -0.268, -1.081], [0.619, -0.030, -0.949], [-0.015, 1.345, -1.264], [-1.385, 1.692, -1.172], [-2.190, 0.637, -0.587], [-3.686, 1.149, -0.309], [-4.549, 0.431, -1.248], [-5.920, 0.738, -0.836], [-6.609, -0.534, -0.075], [-8.080, -0.925, -0.703], [-8.556, -2.971, 0.077], [-8.104, -0.950, -2.207], [-8.863, -1.997, -2.586], [-9.531, -1.693, -3.556], [0.963, 2.473, -1.765], [2.510, 2.230, -1.892], [6.601, 1.327, 1.049], [7.937, 0.091, 1.590], [6.172, -0.156, 2.041], [5.674, -2.497, 0.911], [7.515, -2.348, 1.320], [6.886, -2.943, -0.395], [7.348, -1.019, -2.253], [8.574, -1.289, -0.921], [8.169, 0.446, -1.332], [4.472, -0.267, 0.420], [4.638, -1.544, -0.919], [5.178, 2.756, -2.173], [5.209, 2.372, -0.309], [6.629, 1.951, -1.396], [4.997, -1.051, -3.253], [4.300, 0.614, -3.892], [6.077, 0.424, -3.468], [2.520, -1.333, -0.821], [-0.026, -0.897, -0.583], [-2.159, -0.266, -1.310], [-1.748, 0.243, 0.403], [-3.986, 0.894, 0.771], [-3.706, 2.289, -0.512], [-5.896, 1.591, -0.066], [-6.537, 1.098, -1.727], [-5.859, -1.415, -0.153], [-6.776, -0.245, 1.019], [-8.956, -0.199, -0.322], [0.513, 3.481, -2.033], [3.114, 3.123, -2.248], [-12.556, -0.270, -2.131], [-11.516, 0.301, -1.181], [-11.850, 1.687, -1.056], [-13.457, 1.856, -1.185], [-14.011, 1.927, 0.136], [-13.730, 2.837, -2.194], [-13.780, 0.387, -1.790], [-12.316, -0.028, -3.170], [-12.660, -1.350, -2.026], [-10.501, 0.182, -1.556], [-11.593, -0.156, -0.190], [7.974, -1.243, 6.855], [6.475, -1.180, 6.605], [6.344, -0.719, 5.261], [7.599, -1.263, 4.388], [7.184, -2.445, 3.694], [8.211, -0.147, 3.731], [8.542, -1.711, 5.632], [8.382, -0.250, 7.062], [8.227, -1.917, 7.675], [5.966, -0.506, 7.294], [6.022, -2.173, 6.667]], "lowdin_charge": [-0.072, -0.504, -0.083, -0.082, -0.144, -0.440, -0.082, -0.066, -0.134, -0.009, -0.011, -0.196, -0.112, -0.168, -0.173, -0.192, -0.215, -0.210, -1.089, 0.647, -0.127, -0.199, -0.039, 0.013, -0.024, 0.073, 0.071, 0.085, 0.090, 0.066, 0.086, 0.078, 0.084, 0.080, 0.132, 0.110, 0.082, 0.097, 0.067, 0.086, 0.087, 0.074, 0.089, 0.084, 0.144, 0.128, 0.134, 0.140, 0.108, 0.124, 0.093, 0.087, 0.027, 0.091, 0.077, -0.165, -0.174, -0.187, 0.643, -0.243, -0.243, -0.201, 0.132, 0.139, 0.098, 0.139, -0.174, -0.173, -0.187, 0.648, -0.227, -0.240, -0.190, 0.133, 0.135, 0.137, 0.134], "charge": -1, "multiplicity": 1, "gap_ev": 6.4}